Record 1
The following is a DFT calculation (ωB97M-V/def2-TZVPD) of C44H40N5OPS2V as an isolated structure in a non-equilibrium geometry.

The geometry in XYZ format:
```
94
Properties=species:S:1:pos:R:3:mulliken_charge:R:1
H 1.7878 -4.2281 3.4963 0.47
C 2.0203 3.7082 0.7457 -0.16
V -0.5466 0.0639 0.1620 -1.09
H 1.0467 0.4959 6.3453 0.47
C 3.3876 0.7292 3.9148 -0.94
C -2.8038 3.7976 3.7910 -0.90
C -2.4664 -2.2375 -0.4834 0.27
C 0.0875 5.4275 -0.2342 -0.81
N 1.9049 0.5540 -1.4131 -0.77
H -2.8434 -4.1326 -4.4681 0.42
C -2.1478 -2.9455 -2.8067 0.83
C 0.6745 1.1223 4.3301 -0.57
C 2.3953 4.8543 0.0527 -0.90
H 1.4501 3.0592 -3.3374 0.30
H 3.0254 1.3000 1.8981 0.04
H -4.4119 -4.3753 3.0689 0.44
H -0.6885 4.0125 3.5263 0.54
C 0.3940 -0.0088 -5.8442 -1.34
H -0.5786 -0.0408 -6.3423 0.39
H -0.3805 1.2822 4.5117 0.33
C 1.3580 -3.3967 2.9520 -0.98
C -3.9321 3.0552 3.4492 -0.84
H 1.2772 -3.2762 -6.5723 0.46
C -2.1048 -3.4237 -4.1106 -1.36
C 2.8424 0.4909 5.1691 -0.64
H -0.6784 6.0929 -0.6139 0.43
C 0.9859 -2.2413 -6.7776 -2.22
C -0.2200 -1.6271 2.7525 0.08
C 1.4830 0.6835 5.3713 -0.87
H 2.7988 3.0699 1.1344 0.26
H 0.0517 -2.2504 -7.3435 0.43
C 1.4303 5.7169 -0.4420 -0.66
N 1.2531 -0.2394 -0.4778 0.81
N 1.9175 2.2770 -2.9101 -0.32
C -0.2858 4.2841 0.4574 -0.49
S -3.3002 -3.2911 -1.5799 -0.31
H -0.0804 -2.8727 4.4772 0.59
H -4.3123 -2.3585 4.5333 0.45
C 3.0682 -1.8987 -0.8432 -1.66
N -1.4060 -1.6524 -0.9797 0.53
C -1.2021 -2.0399 -2.3253 -1.58
H 1.7210 6.6105 -0.9826 0.42
H 1.1092 0.4741 -6.5196 0.37
C 0.6762 3.4111 0.9707 0.47
P 0.1049 1.8101 1.6802 3.46
H 4.4466 0.5749 3.7440 0.45
C -4.0153 -3.4376 2.6997 -1.03
H -2.8967 4.6742 4.4221 0.45
C -3.0045 -2.1491 0.8938 1.62
C -3.9602 -2.3125 3.5093 -1.09
H 3.4738 0.1547 5.9827 0.40
C 1.8568 -3.0321 1.7186 -1.10
H -4.7010 1.3678 2.3825 0.59
H 2.9971 -1.7111 -1.9133 0.30
H -3.5201 -4.2325 0.7936 0.47
C 1.8688 -1.3615 -0.1384 0.60
C -1.1092 -2.9648 -4.9473 -0.22
N 0.2060 -1.2899 1.5227 1.07
H -4.9074 3.3587 3.8121 0.44
C -2.9853 -0.9849 1.6972 -0.41
H 2.2714 -0.6517 -4.0052 0.10
C 1.2141 1.3862 3.0699 0.85
H 2.5847 -2.3332 -4.4999 0.35
C -1.5692 3.4231 3.2970 0.30
C 2.2563 -1.3492 -4.8484 -1.42
C -3.5309 -3.3431 1.4126 -1.24
H 2.9817 -0.9887 -5.5837 0.54
C -3.4552 -1.1244 3.0148 -0.34
H 2.9025 0.4668 -1.4985 0.41
C 1.2876 -1.9631 1.0401 0.12
C 0.3191 -2.6564 3.4942 -1.14
C -2.4376 0.3195 1.2476 1.77
H -3.4163 -0.2720 3.6767 0.47
C -0.2001 -1.5991 -3.1938 0.49
H 3.1321 -2.9766 -0.7075 0.59
H 2.9205 2.2328 -2.9698 0.19
C 2.5785 1.1618 2.8735 -0.26
C -1.4554 2.2926 2.4824 -0.92
H 2.7000 -3.5543 1.2862 0.45
C -2.5681 1.5180 2.1727 -0.88
S -0.4423 1.6630 -1.8562 -0.41
C -3.8163 1.9333 2.6482 0.23
H -1.3385 4.0684 0.5830 0.45
H 1.7505 -1.7960 -7.4194 0.43
H -1.0302 -1.0415 3.1523 0.23
O -2.3402 0.6310 -0.0485 -0.90
H 0.2879 0.6066 -4.9460 0.18
H -1.0850 -3.3370 -5.9634 0.38
C -0.1532 -2.0361 -4.5121 -0.45
C 0.8654 -1.4271 -5.4876 2.36
H 3.4475 5.0741 -0.0911 0.47
H 4.0047 -1.4681 -0.4706 0.31
H 0.5149 -0.8760 -2.8410 0.18
C 1.2077 1.5158 -2.0705 0.73
```

gap between HOMO and LUMO (spin up / spin down)	6.000 / 5.492	eV
2S+1	3
net charge	+1
highest occupied orbital energy (spin up / spin down)	-9.4 / -8.9	eV



Record 2
The following is a DFT calculation (ωB97M-V/def2-TZVPD) of an isolated ion of composition C8H12N and charge +1 in a non-equilibrium geometry.

The geometry in XYZ format:
```
21
Properties=species:S:1:pos:R:3:mulliken_charge:R:1
H -0.1526 -2.8368 -0.4540 0.29
H -0.0709 -0.0835 -3.0115 0.31
C 1.8833 1.1722 -0.6944 -0.37
H 1.3381 -1.9075 -0.0555 0.20
H -1.1584 0.7427 1.5847 0.36
H 2.0550 0.4578 0.0193 0.31
C 0.7471 1.1722 -1.6088 -0.14
C -0.3812 -0.7225 -0.9847 0.15
H 0.8546 2.9712 -0.3658 0.34
C -0.6937 -0.9076 0.3789 1.12
C 0.2510 -1.8442 -0.3162 -0.90
H -1.1454 0.8711 -1.9901 0.33
H 0.1887 1.7690 0.4903 0.14
H -1.8723 -2.2442 1.4577 0.31
C -0.3364 0.2178 -1.9800 -0.39
N 0.6836 1.9630 -0.3746 -0.09
H -0.0444 -0.4519 2.6279 0.26
H 2.7736 1.8125 -1.0513 0.27
H -2.8078 -0.9385 1.0762 0.24
C -1.7974 -1.1866 1.2669 -0.86
C -0.6868 -0.2432 1.7406 -0.89
```

gap between HOMO and LUMO (spin up / spin down)	6.918 / 8.558	eV
net charge	+1
highest occupied orbital energy (spin up / spin down)	-12.0 / -13.1	eV



Record 3
The following is a DFT calculation (ωB97M-V/def2-TZVPD) of a 15-piece molecular cluster, C5H37NO15 overall in a non-equilibrium geometry.

The geometry in XYZ format:
```
58
Properties=species:S:1:pos:R:3:mulliken_charge:R:1
H -2.9877 -0.3203 -3.2687 0.43
H -0.0381 0.1298 -5.2093 0.28
H 0.0325 3.9909 0.9163 0.26
O -4.0308 0.3130 0.4226 -0.57
H -1.1769 0.1468 3.1691 0.29
C -1.0456 0.2663 -0.3722 -0.60
H 1.0473 -4.0831 0.3108 0.26
H -1.5576 4.2224 0.9663 0.32
O -1.5449 -4.2682 1.7870 -0.61
O 2.9635 -1.9680 2.3659 -0.58
H -0.5065 -1.5926 2.6082 0.48
H -4.7914 0.1504 0.9726 0.29
H 4.6171 2.4478 0.2667 0.29
H 0.0713 -0.0279 4.7027 0.30
H 4.5194 -2.4433 -0.9572 0.29
H -0.8899 -4.1935 2.4604 0.33
H 2.5184 -3.4675 -1.6774 0.33
H -0.9920 -1.1778 -4.2910 0.22
H 1.3276 3.2192 -1.8970 0.37
H 3.6978 -1.7198 2.9488 0.30
O 2.4650 -4.0791 -2.3950 -0.60
H 0.7126 -2.4775 2.1777 0.42
C -2.2665 0.2652 -2.7010 -0.67
O 0.9385 -0.3137 4.2773 -0.76
H -2.5394 -1.1209 -1.1304 0.36
O -0.7565 3.9122 1.4111 -0.65
O 0.1374 -2.2655 2.9408 -0.75
H -1.1645 4.6206 -2.3589 0.26
H 2.3834 -1.3591 2.8423 0.24
C -1.7393 -0.4744 -1.4839 -1.05
O -2.4405 2.0720 1.9935 -0.67
H 0.7863 -1.2434 3.8874 0.51
H -1.8521 -3.3966 1.6075 0.29
O 4.5256 2.0991 -0.6405 -0.66
O -1.9483 -0.4421 3.0559 -0.69
H -2.7516 1.1902 -2.4042 0.23
N -0.6061 -0.2714 -4.4640 -0.42
H 1.6389 2.9774 -0.3990 0.32
O 1.0426 -3.1728 0.4870 -0.54
H 0.0665 1.7280 -1.4454 -0.31
C -0.1579 1.2446 -0.4982 -0.04
C -1.1488 0.6601 -3.6187 0.50
O -0.7089 1.8002 -3.6752 -0.68
H 1.9665 -2.8907 0.3608 0.30
H -2.2428 -0.3337 2.1661 0.30
H -1.2144 -0.2010 0.5855 0.97
O 2.0793 3.0669 -1.2637 -0.72
H -0.9478 -1.2335 -1.6244 0.49
H 3.5832 2.3287 -0.8744 0.46
O 3.6221 -2.2578 -0.6481 -0.60
H -1.9782 2.6023 2.7044 0.30
H -3.6054 1.1651 0.5236 0.31
O -0.7068 4.1402 -1.6616 -0.53
H -0.6633 3.3210 -2.1897 0.31
H 3.7640 -1.3210 -0.6028 0.26
H -1.6863 2.1248 1.3829 0.37
H 1.7751 -3.6474 -2.9195 0.29
H 0.4048 1.5586 0.3707 0.20
```

gap between HOMO and LUMO	10.364	eV
highest occupied orbital energy	-10.3	eV



One value per record, in order, for energy: -4131.37496, -366.25996, -1396.00610 hartree.